# 1
The following is a DFT calculation (ωB97M-V with the def2-TZVPD basis set) of an isolated ion of composition C5H9N2S and charge +1 at a distorted geometry.

For the orbital gap (alpha / beta), the calculation gives 7.0 / 7.0 eV. For the highest occupied orbital energy (alpha / beta), the calculation gives -12.480 / -12.479 eV. The total charge is +1. As for the SMILES: C=[S@]1(C)=C[NH+]=CN=C1.

```
17
Properties=species:S:1:pos:R:3:forces:R:3
C 0.905682 1.504381 0.537436 -0.137 -3.408 -1.549
C 2.706748 0.030915 0.103717 -0.781 -0.941 -0.526
C 0.387137 -1.328137 0.427799 3.987 1.102 -1.441
C -1.869922 -0.119159 1.229095 1.599 0.774 1.003
C -1.058173 0.379667 -1.462800 -2.399 -0.164 1.092
N 2.110165 1.182191 0.427428 0.087 0.523 0.588
N 2.119825 -1.121546 0.098221 -5.318 -0.149 1.615
S -0.536306 0.109890 0.279630 -0.337 -0.630 0.022
H 0.507049 2.192825 1.178780 -0.587 2.350 1.585
H 3.737196 0.004189 -0.077985 1.442 0.471 -0.457
H 0.338416 -1.952710 1.313767 -0.338 0.149 -0.062
H -2.833668 -0.024615 0.811218 -0.719 0.354 -0.747
H -1.779262 0.095636 2.316193 0.269 -0.483 -0.979
H -1.609582 -0.581534 -1.731330 0.881 1.301 0.114
H -1.799509 1.284448 -1.482173 1.514 -1.631 0.172
H -0.166193 0.571145 -2.023007 0.365 -0.069 -0.426
H 2.548252 -2.040347 0.034715 0.472 0.451 -0.004
```
Forces are in eV/Å.

***

# 2
The following is a DFT calculation (ωB97M-V with the def2-TZVPD basis set) of C5H9N3 as an isolated structure at a distorted geometry.

For the orbital gap, the calculation gives 8.9 eV. For the highest occupied orbital energy, the calculation gives -8.355 eV.

```
17
Properties=species:S:1:pos:R:3:forces:R:3
C 2.571286 -0.120178 -2.023149 1.516 -3.939 -0.012
C 1.347106 -0.849458 -1.289560 -1.909 3.640 -0.416
C 0.764650 0.092700 -0.441523 -0.058 -1.404 1.055
C -1.590975 -0.449333 0.241009 -1.346 0.794 4.182
C -0.971025 1.187962 2.367734 -1.636 -4.479 7.545
H 3.411016 -1.051761 -2.368268 -2.239 2.747 1.227
H 3.143516 0.559061 -1.195112 -1.531 -1.182 -2.815
H 2.165893 0.157319 -3.064841 1.050 0.702 1.827
H 0.647358 -1.510351 -1.880749 1.334 -0.003 1.155
H 1.301834 1.007280 -0.351081 0.506 0.519 0.471
H -2.501548 -0.371701 1.116165 2.818 0.385 -2.305
H -2.733799 -1.710649 -0.601435 2.719 1.532 -0.707
H -1.079216 -0.077155 2.852228 -0.562 3.634 -1.792
H -1.165569 1.858198 3.221428 0.283 0.329 -1.008
N -0.317318 0.155800 0.597496 0.908 -0.884 -3.001
N -1.743356 -1.217404 -0.732716 -2.317 -1.793 -0.245
N -0.213002 1.342976 1.441593 0.465 -0.598 -5.162
```
Forces are in eV/Å.

***

# 3
The following is a DFT calculation (ωB97M-V with the def2-TZVPD basis set) of one molecule with the formula C5H9N3 at a distorted geometry.

For the orbital gap, the calculation gives 9.4 eV. For the highest occupied orbital energy, the calculation gives -8.457 eV. As for the SMILES: C[C@@]12CN=CNN1C2.

```
17
Properties=species:S:1:pos:R:3:forces:R:3
C 0.348152 -0.682098 1.309846 1.825 -0.217 1.066
C 0.586141 -0.509561 -0.146982 -2.081 0.563 -0.991
C -0.582925 -1.138559 -0.896795 4.522 -2.187 -1.355
C -1.657610 0.643759 0.018246 -2.093 4.993 1.774
C 1.682618 0.398759 -0.562353 5.383 -1.248 0.313
H 0.565009 -1.833268 1.352723 -0.028 2.123 1.212
H 1.109241 0.134075 1.797247 -2.043 -2.632 -0.181
H -0.758574 -0.496327 1.529119 2.188 -0.422 0.392
H -0.621312 -2.239490 -0.536718 -0.184 1.287 -1.768
H -0.166245 -0.754890 -1.947790 -2.088 -2.075 1.365
H -2.606017 1.262831 0.340933 1.589 -1.606 -0.468
H -0.819171 2.499785 -0.095050 1.346 -2.442 0.557
H 2.114825 0.531922 -1.585145 -0.135 -0.839 0.827
H 2.607533 0.304249 0.222148 -2.424 1.222 -1.237
N -1.718929 -0.495616 -0.438618 -2.380 -0.073 -0.915
N -0.477366 1.509890 0.250473 -2.822 1.487 -0.349
N 0.394637 0.864538 -0.611287 -0.576 2.066 -0.240
```
Forces are in eV/Å.

***

# 4
The following is a DFT calculation (ωB97M-V with the def2-TZVPD basis set) of one molecule with the formula C5H9N3 at a distorted geometry.

For the orbital gap, the calculation gives 9.3 eV. For the highest occupied orbital energy, the calculation gives -8.724 eV. As for the SMILES: C[C@@H]1C=NN=CCN1.

```
17
Properties=species:S:1:pos:R:3:forces:R:3
C 1.512808 -0.598799 1.085128 1.574 -1.324 1.859
C 1.271546 -0.189533 -0.455123 -1.367 0.055 6.022
C -0.932369 -1.404799 -0.162010 0.269 -0.593 1.455
C -1.700111 -0.172698 0.316676 -2.591 -3.175 -0.719
C 0.832413 1.272157 -0.356596 5.058 -0.319 -2.774
H 0.856539 -0.049402 1.813117 0.170 -0.711 -0.901
H 2.561812 -0.226023 1.413408 -1.540 -0.853 -0.658
H 1.448681 -1.839811 1.393316 0.303 3.646 -1.310
H 2.249977 -0.252414 -0.841216 0.708 -0.382 -1.484
H 0.025743 -0.560295 -1.900167 -0.206 -1.920 2.345
H -1.736638 -2.065558 -0.688657 2.014 0.945 0.449
H -0.510085 -2.034821 0.788079 -1.454 1.495 -2.116
H -2.961341 -0.502568 0.385875 3.435 1.265 0.729
H 1.666323 2.021623 -0.787441 -1.905 -1.329 0.995
N 0.258637 -1.052827 -0.936774 -0.914 0.416 -5.097
N -1.358265 1.009906 0.460157 -0.614 2.223 -0.593
N -0.258476 1.767392 -0.115491 -2.939 0.560 1.796
```
Forces are in eV/Å.

***

# 5
The following is a DFT calculation (ωB97M-V with the def2-TZVPD basis set) of one molecule with the formula C5H9N3 at a distorted geometry.

For the orbital gap, the calculation gives 9.4 eV. For the highest occupied orbital energy, the calculation gives -8.408 eV. As for the SMILES: [H]/N=C1/CC2(CC2)NN1.

```
17
Properties=species:S:1:pos:R:3:forces:R:3
C -1.763335 -0.144237 0.009792 -0.227 -0.396 -0.721
C -0.430339 -0.747336 -0.464035 -2.429 -3.596 -0.843
C 0.591034 0.201756 0.054465 2.933 -1.783 -1.227
C 2.093162 -0.214298 -0.453026 -0.184 2.005 -2.354
C 1.783613 -0.399258 0.901321 -3.262 -0.190 4.691
H -3.728726 -0.429008 0.389495 1.340 -0.002 0.153
H -0.647618 -1.880257 -0.176681 1.549 2.177 0.403
H -0.370735 -0.974612 -1.599988 -0.399 1.261 1.456
H 2.378064 -1.094314 -1.064700 -0.776 0.913 -0.098
H 2.673829 0.728312 -0.599472 -0.107 -1.150 -0.246
H 2.243550 0.344437 1.575961 -0.298 -0.794 0.041
H 1.431573 -1.418292 1.400810 1.290 2.205 -1.246
H 0.079657 2.077255 -0.946647 -0.118 -1.669 2.624
H -1.990330 2.053215 0.659818 1.479 -3.794 -2.272
N -2.804373 -0.894663 0.241167 0.611 1.735 -0.595
N -0.089111 1.577295 0.044762 2.356 -0.599 -2.701
N -1.449918 1.214012 0.026950 -3.759 3.677 2.935
```
Forces are in eV/Å.

***

# 6
The following is a DFT calculation (ωB97M-V with the def2-TZVPD basis set) of one molecule with the formula C5H9N3 at a distorted geometry.

For the orbital gap, the calculation gives 9.6 eV. For the highest occupied orbital energy, the calculation gives -8.662 eV. As for the SMILES: C1=NNCC12CNC2.

```
17
Properties=species:S:1:pos:R:3:forces:R:3
C -0.939066 -0.024208 1.160355 0.404 -0.321 -0.196
C -1.280732 0.423011 -0.842107 1.902 0.358 -1.995
C 0.018652 0.247704 -0.084127 0.021 -1.573 0.212
C 0.838251 -1.067562 -0.395416 -0.971 0.283 0.603
C 1.111022 1.259767 -0.015047 0.023 -0.640 0.438
H -1.250320 0.938734 1.636493 0.561 -0.823 0.147
H -0.671997 -0.879853 1.862525 -0.231 1.437 -0.660
H -2.815225 0.107175 0.347524 -0.386 -0.830 0.209
H -1.190947 0.015315 -1.910312 -0.706 0.845 1.317
H -1.452741 1.535968 -0.775404 -0.634 -0.972 -0.463
H 0.993720 -1.330246 -1.462194 -0.327 0.561 0.176
H 0.414919 -1.977449 0.095409 0.064 0.809 -0.351
H 2.830397 -1.207689 -0.163750 0.996 0.457 0.079
H 1.045629 2.338147 -0.094366 -0.214 -0.058 0.204
N -1.960289 -0.404104 0.139231 -1.257 0.926 0.403
N 2.075327 -0.702829 0.249788 -0.032 0.958 0.716
N 2.233404 0.728126 0.251403 0.788 -1.419 -0.839
```
Forces are in eV/Å.

***

# 7
The following is a DFT calculation (ωB97M-V with the def2-TZVPD basis set) of C5H9N3 as an isolated structure at a distorted geometry.

For the orbital gap, the calculation gives 7.6 eV. For the highest occupied orbital energy, the calculation gives -7.673 eV.

```
17
Properties=species:S:1:pos:R:3:forces:R:3
C -0.512921 0.171530 1.916732 -0.051 -0.799 -0.549
C 0.979564 -1.635091 -0.607407 0.149 -0.056 -0.030
C -0.496675 1.216626 0.865343 0.730 1.465 1.012
C 0.377885 -0.303357 -0.907161 0.566 0.489 0.109
C -0.381481 -0.030885 -1.960057 -0.163 0.100 0.435
N 1.174153 1.683648 0.679138 -0.513 0.011 0.662
N 1.547557 1.004950 -0.194066 -0.858 -0.914 -0.524
N -1.270176 2.074375 0.431076 0.843 -0.916 -1.700
H -1.777569 1.859133 -0.429769 -0.845 0.197 0.747
H 0.415018 -0.389987 1.962174 -0.008 0.032 -0.025
H -0.668286 0.667366 2.880028 0.002 0.153 -0.221
H -1.347603 -0.508274 1.729834 0.022 0.000 0.139
H 0.634850 -2.027913 0.354141 0.011 0.043 -0.053
H 2.069708 -1.559333 -0.552627 -0.061 0.018 0.013
H 0.730361 -2.378056 -1.374219 -0.011 0.127 0.056
H -0.834209 0.947785 -2.098289 0.203 0.024 -0.194
H -0.640177 -0.792516 -2.694870 -0.014 0.026 0.124
```
Forces are in eV/Å.

***

# 8
The following is a DFT calculation (ωB97M-V with the def2-TZVPD basis set) of C5H9N3 as an isolated structure at a distorted geometry.

For the orbital gap, the calculation gives 9.3 eV. For the highest occupied orbital energy, the calculation gives -9.156 eV.

```
17
Properties=species:S:1:pos:R:3:forces:R:3
C 0.920071 -1.352942 -2.107642 0.040 -0.408 0.247
C -0.234473 1.896103 1.457971 -0.107 -0.108 0.082
C -0.011954 -1.049597 0.605799 -0.560 -0.091 0.987
C 0.156814 -0.323008 -1.375808 -0.672 1.118 -0.560
C -1.254280 0.927588 0.878212 0.221 0.506 -0.762
N -1.030077 -0.410876 0.989174 0.551 -0.475 -0.516
N 0.843575 -1.948881 0.736706 0.132 0.095 -0.427
N -0.383802 0.726197 -1.547162 0.630 -0.888 0.052
H 0.979662 -2.253798 1.696658 -0.048 0.140 -0.009
H -1.051552 1.058657 -0.398333 -0.348 -0.035 0.946
H -2.294690 1.191255 1.067308 0.060 -0.019 -0.038
H 1.871504 -1.528813 -1.608585 -0.005 0.071 -0.095
H 1.043832 -1.052397 -3.147032 0.054 0.054 0.121
H 0.380306 -2.299741 -2.056955 0.010 0.070 -0.011
H 0.767972 1.654208 1.099597 -0.003 -0.007 0.006
H -0.470071 2.919007 1.160971 0.002 -0.047 0.002
H -0.232836 1.847038 2.549120 0.043 0.024 -0.025
```
Forces are in eV/Å.

***

# 9
The following is a DFT calculation (ωB97M-V with the def2-TZVPD basis set) of one molecule with the formula C5H9N3 at a distorted geometry.

For the orbital gap, the calculation gives 9.9 eV. For the highest occupied orbital energy, the calculation gives -8.913 eV. As for the SMILES: C1=NN[C@@H]2CNC[C@@H]12.

```
17
Properties=species:S:1:pos:R:3:forces:R:3
C -0.915265 0.374962 1.303197 -0.129 -0.672 1.786
C -0.931748 -0.940009 -0.790360 0.674 -0.365 -2.132
C 0.494519 -0.543180 -0.179398 -0.321 -1.292 -3.003
C 1.559534 -0.000475 -1.085353 3.270 1.197 -0.670
C 0.128297 0.818627 0.368295 1.128 -1.760 -0.522
H -1.390100 1.333293 1.593091 -0.983 -1.214 0.414
H -0.380544 -0.194719 2.152658 -1.336 1.196 -0.725
H -2.586483 -0.875860 0.356693 -0.933 0.602 0.718
H -1.207305 -1.963571 -1.099867 1.153 -0.226 0.523
H -1.261960 -0.480270 -1.902687 0.890 0.384 2.935
H 0.709455 -1.438302 0.537583 0.294 1.917 -1.049
H 2.037314 -0.458161 -1.969699 -0.492 -0.128 0.535
H 2.283215 1.123766 0.991289 -3.597 1.532 0.334
H -0.462004 1.225176 -0.450844 0.440 0.880 -0.289
N -1.609505 -0.728200 0.442303 0.151 1.964 1.124
N 2.157314 1.134429 -0.741342 -3.582 -2.389 -0.705
N 1.375266 1.612496 0.474441 3.376 -1.626 0.725
```
Forces are in eV/Å.

***

# 10
The following is a DFT calculation (ωB97M-V with the def2-TZVPD basis set) of a 2-piece molecular cluster, C5H9N3 overall at a distorted geometry.

For the orbital gap (alpha / beta), the calculation gives 8.2 / 8.2 eV. For the highest occupied orbital energy (alpha / beta), the calculation gives -7.704 / -7.705 eV.

```
17
Properties=species:S:1:pos:R:3:forces:R:3
C -1.836255 0.243732 1.253690 -0.702 -0.417 0.093
C 0.882688 -1.506193 -2.056048 0.399 -0.087 0.004
C 1.467446 1.267768 1.753611 -0.066 0.414 0.254
N 0.220134 -0.488212 -1.262815 -0.029 0.172 -0.825
C -2.218886 0.124400 -0.004836 0.400 0.865 -0.014
C 0.764738 0.340690 0.863309 1.442 -0.519 -0.641
N 0.846602 -0.059118 -0.267148 -1.089 -0.081 1.222
N -2.615790 0.222872 -1.146758 -0.551 -0.588 -0.203
H -1.927536 0.070919 -1.885311 0.051 0.296 0.365
H -1.826228 -0.618856 1.900174 0.068 -0.125 -0.034
H -1.879584 1.211727 1.734988 0.255 0.089 -0.230
H 0.223591 -1.746654 -2.894172 0.123 -0.004 0.162
H 1.069615 -2.421154 -1.474196 -0.017 0.082 -0.092
H 1.841195 -1.154424 -2.466864 -0.164 -0.110 0.048
H 2.531214 1.008757 1.785515 -0.180 -0.042 -0.042
H 1.385169 2.298020 1.396904 -0.003 0.000 0.067
H 1.071885 1.205727 2.769956 0.064 0.055 -0.133
```
Forces are in eV/Å.

***

One value per record, in order, for E_tot: -19132.1789 -9794.3914 -9794.6403 -9796.0373 -9796.6001 -9798.4704 -9795.6588 -9798.2179 -9796.1358 -9796.3351 eV.
One value per record, in order, for ΔE to the lowest compared entry with this formula, charge and spin: 7.5513 7.0755 6.8265 5.4296 4.8668 2.9965 5.8081 3.2490 5.3311 5.1318 eV.